Record 1
Computed, not measured: a molecular structure, C16H22O4 in a non-equilibrium geometry, with ωB97M-V with the def2-TZVPD basis set.

XYZ file:
```
42
Properties=species:S:1:pos:R:3:forces:R:3:nbo_charge:R:1
H -0.5098 1.7899 1.4609 0.9 -0.2 1.1 0.26
H 0.7977 5.2712 -1.2319 -0.6 1.1 -0.3 0.21
C -0.5855 -4.2920 0.2325 2.3 -2.3 8.3 -0.63
H -1.1151 -5.4124 -2.1503 0.4 -9.1 1.6 0.17
C -1.5296 -0.0325 0.7461 11.9 -2.6 6.7 0.81
C 4.6177 5.0098 1.4252 -1.5 -0.7 5.3 -0.62
H -1.1938 1.3218 -1.6525 2.8 -0.4 3.2 0.20
C 0.9557 3.3817 -0.4921 7.6 0.1 6.4 0.33
H 4.4981 5.9949 2.2219 -0.5 -2.7 -2.4 0.20
H -2.7908 -2.2895 1.2945 0.9 -0.8 3.5 0.24
H 5.3500 4.3686 2.0814 -1.7 0.5 -1.4 0.21
C 3.0981 2.9286 0.9606 -1.6 4.8 -1.8 -0.24
C 2.4588 5.3415 0.1504 0.8 -5.6 -1.0 -0.23
C 1.9001 2.5103 0.4244 -1.5 -1.2 0.0 -0.30
H 0.4927 0.6976 -0.7568 -0.1 1.4 -0.2 0.25
H -2.1734 1.9947 0.6767 3.6 -1.0 -0.8 0.20
O -2.5545 -0.4595 0.2462 -4.1 1.1 -0.4 -0.43
H -0.3998 -5.3843 0.5119 -0.5 0.9 -1.1 0.22
H -0.1517 -4.0020 -2.3986 3.6 2.0 -1.0 0.22
C -1.8371 -2.4205 -0.6520 3.4 -3.0 -1.7 0.61
C -0.9887 1.4022 0.6078 -7.4 -0.7 1.1 -0.49
C -1.6429 -3.9968 -0.6202 -2.5 1.8 -4.8 -0.13
H 2.8247 6.2519 -0.3080 0.0 0.3 0.9 0.23
H -3.7865 -2.0633 -0.0246 0.5 0.8 0.3 0.22
C -0.2848 1.4933 -0.6467 -4.2 -0.7 -5.5 -0.09
C 1.3517 4.7413 -0.4969 -0.8 -1.1 -1.0 -0.27
H -2.9218 -5.7852 -0.4590 0.0 2.0 0.2 0.21
H -3.2324 -4.5610 0.5544 -3.8 1.6 11.1 0.17
C -0.9901 -4.5168 -2.3387 -7.4 7.0 2.5 -0.51
H 0.4053 -3.8851 0.1654 0.2 0.7 -0.9 0.25
C -2.7846 -1.8032 0.4147 -0.8 -1.2 -6.6 -0.18
H -1.9503 -4.3185 -2.8979 1.7 0.7 -0.3 0.20
O -0.1153 2.8592 -0.9290 -1.4 -0.5 -2.0 -0.48
H 5.1835 5.3647 0.6882 2.5 1.6 -3.1 0.19
H -0.8287 -3.9777 1.4868 0.3 -0.4 -3.3 0.18
H 1.7242 1.4857 0.9274 -0.7 1.3 -1.8 0.23
O -1.0902 -1.9008 -1.4891 -2.5 1.1 2.3 -0.55
O -0.5615 -0.9419 1.4523 -6.0 4.9 -3.9 -0.74
H 3.7967 2.4886 1.6159 0.2 -1.3 0.4 0.23
C 3.3313 4.3144 0.7518 1.6 4.2 2.0 0.00
C -3.0057 -4.6153 -0.3105 2.8 -4.0 -14.4 -0.58
H -3.7614 -4.3538 -1.2423 1.4 -0.2 3.0 0.21
```
Positions in Å, forces in eV/Å.

Its relative energy (zero: lowest compared OMol25 entry of this formula, charge and spin) is 1412.41 kJ/mol. For the maximum force, the calculation gives 15.2 eV Å⁻¹. The calculation puts the orbital gap at 8.2 eV.

***

Record 2
Computed, not measured: 2 unconnected molecules or ions with the total composition CH5NO2 in a non-equilibrium geometry, with ωB97M-V with the def2-TZVPD basis set.

XYZ file:
```
9
Properties=species:S:1:pos:R:3:forces:R:3:nbo_charge:R:1
H -1.2231 1.0108 0.6897 -0.6 1.8 0.6 0.16
H 1.2888 -0.4557 -0.6480 -1.4 -0.1 -1.2 0.46
H -1.3443 -1.3192 -0.7892 -1.0 -0.6 -0.2 0.34
O 1.9649 -0.6313 -0.0230 2.0 1.0 0.9 -0.46
O 2.7250 0.6450 -0.1743 -1.3 -0.9 0.2 -0.45
H 1.9793 1.2485 0.0076 0.7 0.1 0.1 0.45
N -1.1772 -0.3541 -0.5789 1.0 -0.4 -1.1 -0.62
C -1.7728 0.1583 0.3914 1.0 -0.7 1.1 -0.03
H -2.4406 -0.3023 1.1247 -0.3 -0.1 -0.5 0.16
```
Positions in Å, forces in eV/Å.

Its relative energy (zero: lowest compared OMol25 entry of this formula, charge and spin) is 469.27 kJ/mol. As for the SMILES: C=N.OO. For the maximum force, the calculation gives 2.4 eV Å⁻¹. The calculation puts the orbital gap at 11.4 eV.

***

Record 3
Computed, not measured: a molecular structure, C14H32Ca2Cl2FLiN4O11PS in a non-equilibrium geometry, with ωB97M-V with the def2-TZVPD basis set.

XYZ file:
```
69
Properties=species:S:1:pos:R:3:forces:R:3:nbo_charge:R:1
H 2.3141 -3.8548 -0.7202 -0.3 1.3 1.1 -0.23
C 0.7046 2.5285 0.7535 0.1 -0.1 -0.3 -0.73
F -0.9002 0.3191 -2.0326 1.0 2.9 -0.8 -0.93
H 2.1296 4.6682 3.4361 -0.1 0.2 -0.1 0.21
O 0.2166 -1.4330 -1.6829 1.0 -3.0 -0.1 -0.38
H 1.5854 4.6900 1.7489 0.0 -0.1 0.0 0.21
H 3.1834 2.4711 2.9938 0.0 0.0 0.0 0.41
C -2.9326 -1.8402 -1.1369 -0.3 -0.1 0.3 0.58
H 1.1481 3.1811 -0.0084 0.0 0.2 0.2 0.19
H -5.2816 -5.5457 -2.2009 0.2 0.0 -0.6 0.22
H 3.3166 4.7864 2.1248 -0.1 0.2 0.0 0.20
N -0.3559 4.0566 -2.8830 0.6 -0.8 0.2 -0.49
C 1.3776 -1.7328 -2.1320 -1.6 0.1 -0.9 0.55
H -0.0226 7.7650 -1.1405 0.0 0.0 0.0 0.21
H -2.0935 -3.8630 -1.0602 -0.2 0.2 0.0 0.29
H -2.1294 6.2573 -1.5290 0.0 -0.1 0.0 0.26
O -2.7935 -0.7166 -0.8326 0.1 0.0 0.5 -0.44
C -1.8329 -2.8623 -1.4190 0.7 0.2 -0.6 -0.56
C 0.2018 7.6700 -2.2047 0.0 0.0 0.0 -0.61
H -1.1584 -1.6001 0.7567 -0.1 -0.1 0.0 0.40
O -2.0572 0.8872 1.8165 0.2 -0.2 0.2 -0.75
Li 0.4157 2.0007 -2.3392 -1.7 -0.6 0.2 0.95
O 1.9998 0.8046 1.7729 0.0 -0.1 -0.3 -0.66
H -0.7255 -3.1657 5.1391 0.0 0.0 -0.1 0.23
H -0.0597 3.0662 1.3124 -0.1 0.0 -0.1 0.26
S -2.9576 -3.5859 4.3705 0.0 0.0 0.0 1.25
H 0.2323 1.6783 0.2606 -0.1 0.0 0.2 0.25
H -3.3230 -2.1041 2.5518 -0.1 0.0 0.1 0.24
O 5.6823 -1.8183 -0.4182 -0.2 0.5 -0.5 -0.95
H -4.4745 -5.7639 -0.6780 0.4 0.2 -0.1 0.15
H -4.5760 -7.0696 -1.8133 0.2 0.0 -0.6 0.21
H -0.8102 7.3602 -4.0720 -0.1 0.0 0.0 0.21
C 1.7752 2.0064 1.6781 0.1 -0.3 0.1 0.68
H 3.2463 -1.8631 -0.0518 -0.6 -0.2 0.1 0.14
H 0.4343 -1.5558 0.6009 0.0 -0.1 0.6 0.38
H 4.7793 -2.3723 -1.8568 0.7 -0.3 0.3 0.46
Cl 6.0862 -2.3122 0.9010 0.5 -0.1 0.7 2.55
Ca 1.6827 -5.3246 -1.8385 -0.4 -1.4 -1.0 1.03
O 6.0982 -1.2179 1.8210 -0.2 -0.1 -0.2 -0.82
C -4.3539 -5.9759 -1.7567 -0.6 -0.3 1.5 -0.28
H -1.7242 8.3035 -2.9084 -0.1 -0.1 0.0 0.22
H -2.0307 0.3948 0.9873 -0.2 0.1 -0.4 0.41
Ca 2.5771 -2.5766 -4.7997 0.7 -0.4 1.1 1.55
Cl -4.6229 -2.4737 -1.2557 0.6 -0.2 -0.2 -0.08
C -2.6617 -2.0929 3.4168 0.1 0.1 -0.1 -0.83
C -0.4025 -2.5262 -0.9052 -1.8 0.8 2.4 0.29
H -2.8793 -1.2149 4.0235 0.0 0.0 0.0 0.25
H -2.7423 6.0653 -3.1726 0.0 -0.1 0.0 0.27
O 7.3807 -2.9100 0.7994 -0.2 0.0 -0.1 -0.82
O -2.4852 -4.7343 3.5462 0.1 0.1 0.0 -0.99
H -1.7543 -2.9389 -2.5127 -0.2 -0.1 0.1 0.26
H 0.6960 8.5851 -2.5283 0.0 0.0 0.0 0.23
C -1.0696 7.4381 -3.0144 0.3 0.2 0.0 -0.38
N 3.9406 -2.8296 -2.2250 -1.8 -0.2 -1.3 -1.44
C -1.0059 4.9869 -2.7491 -0.5 0.3 0.2 0.42
N -0.3641 -2.1796 0.4881 0.3 0.2 -0.8 -0.83
O -3.2147 -5.5904 -2.3186 0.3 0.2 -0.2 -0.50
N 2.4871 2.8987 2.4022 -0.2 0.0 -0.2 -0.60
O 1.6280 -1.3896 -3.3059 0.9 0.3 0.5 -0.81
C -1.8367 6.1835 -2.5772 0.2 0.1 -0.2 -0.52
H -1.9521 -2.3585 6.1613 0.0 0.0 0.0 0.23
P 2.7847 -2.5877 -1.1830 2.6 0.9 -0.3 1.17
C -1.7004 -3.2681 5.6163 0.1 0.0 0.0 -0.83
C 2.3638 4.3449 2.4212 0.3 -0.3 0.3 -0.41
H 0.1796 -3.4675 -1.0105 0.1 0.4 -0.5 0.07
H -1.6235 -2.0731 3.0837 0.0 0.0 0.1 0.23
O 5.1002 -3.2998 1.3036 -0.4 -0.1 -0.2 -0.90
H -1.6831 -4.1108 6.3045 -0.1 0.0 0.0 0.24
H 0.9150 6.8534 -2.3334 0.0 0.0 0.0 0.20
```
Positions in Å, forces in eV/Å.

Its charge is +1. For the maximum force, the calculation gives 3.2 eV Å⁻¹. The calculation puts the orbital gap at 1.8 eV.

***

Record 4
Computed, not measured: a molecular structure, C29H40N5O9P2SSiTa in a non-equilibrium geometry, with ωB97M-V with the def2-TZVPD basis set.

XYZ file:
```
88
Properties=species:S:1:pos:R:3:forces:R:3:mulliken_charge:R:1
H -3.9874 3.0511 -4.0432 0.0 0.0 0.0 0.50
H 2.3205 -1.1960 2.4317 0.0 0.0 0.0 0.44
H -0.9177 -4.8526 3.0322 0.0 0.0 0.0 0.45
N -0.7248 -2.8004 2.8200 -0.3 0.0 0.1 0.17
N 2.3030 0.5064 1.2725 -0.3 -0.1 0.1 1.01
H -2.9224 -0.2247 -2.9909 0.0 0.0 0.0 0.11
C 2.6098 -1.4113 -3.4024 0.0 0.0 -0.2 -1.43
O -0.3507 2.2258 -1.4378 -0.2 -0.2 -0.1 -0.14
C -3.8503 4.3051 -2.3026 0.0 0.0 0.0 -0.64
H 2.3679 -2.4751 -3.4661 0.0 0.0 -0.1 0.54
H 3.6951 2.9738 -4.6108 0.0 0.0 0.0 0.48
O -0.5831 -1.3504 -1.5674 -0.2 -0.1 0.4 -0.80
H -1.5736 -3.7326 -2.3692 0.0 0.0 0.0 0.33
C -2.2594 2.5945 -2.8614 -0.1 0.0 0.0 0.33
S -0.9833 -1.5596 -3.0478 0.1 0.2 0.1 0.53
H -3.0757 -1.6434 -4.0619 -0.1 0.0 0.0 0.60
H 4.4801 -0.3869 -0.0061 0.0 0.0 0.0 0.27
P -1.5833 1.6506 2.1208 0.2 -0.6 -0.6 0.72
C -1.4487 -3.1287 5.1445 0.1 0.0 0.1 -0.94
O -2.0697 0.6174 -0.5540 -0.6 -1.0 0.6 -0.79
H -4.7576 4.8475 -2.5308 0.0 0.0 0.0 0.47
H 3.9366 -0.3090 4.0924 0.0 0.0 0.0 0.55
C -1.5085 -4.0532 2.5859 0.2 0.1 0.1 -0.75
H -0.7087 -1.2876 4.2733 0.0 0.0 0.0 0.33
N 5.7687 2.5804 4.7923 0.0 0.0 0.0 -0.40
H -3.5473 -3.6001 5.2600 0.0 0.0 0.0 0.39
H 0.0781 -3.6450 -3.0812 0.0 0.0 0.0 0.32
H -1.3441 -3.5857 -4.1536 0.0 -0.1 0.0 0.53
H 3.5715 -1.2779 -3.9015 0.0 0.0 0.0 0.44
N 1.4255 0.4451 -1.4417 0.1 0.2 0.0 1.27
C -0.3472 -2.0619 1.8609 0.5 -0.1 -0.1 0.02
H 2.4332 2.2881 0.2415 0.0 0.0 0.0 0.31
C 0.7710 3.6864 -3.0635 0.1 -0.1 0.0 -1.27
C -1.5620 2.9406 -1.7209 0.1 0.0 0.1 -0.20
C 0.7038 2.5334 -2.3092 -0.1 0.1 0.2 0.53
C 4.1038 1.5856 3.0783 0.1 0.1 0.1 0.56
C -2.7377 -1.2926 -3.0853 -0.1 -0.1 -0.1 -0.80
H -1.5515 -4.2189 1.5114 0.0 0.0 0.0 0.40
H 1.3638 -2.8612 -0.7291 0.0 0.0 0.0 0.07
O -0.2432 1.3928 1.2924 -1.0 0.4 0.5 -0.36
C 5.0363 2.1418 4.0257 -0.1 0.0 -0.1 -0.32
O -3.0413 -1.6518 0.2830 0.0 0.0 0.1 -0.67
C -3.4219 3.2888 -3.1524 0.0 0.0 0.0 -1.27
N 0.1377 -1.4091 1.0137 -0.7 0.1 0.0 0.37
O -4.3750 0.5673 0.3261 0.0 0.1 0.0 -0.41
C 3.6185 0.2961 3.2556 -0.1 -0.1 -0.1 -1.02
H -3.4447 5.4329 -0.5258 0.0 0.0 0.0 0.47
O -2.3352 0.2025 1.8647 -0.3 0.2 -0.1 -0.24
C 4.3643 -0.2907 -1.0857 0.2 0.1 0.1 -1.51
C 2.7541 1.7145 -3.1725 0.0 0.1 0.0 -0.64
H 2.6005 -2.3547 0.4344 0.0 0.0 0.0 0.22
H 1.9545 4.7327 -4.5025 0.0 0.0 0.0 0.45
C -2.8507 -3.1564 4.5512 -0.1 0.1 0.0 -0.51
C -0.5004 -2.3576 4.2411 -0.1 0.0 -0.2 -0.46
H -1.8747 1.8302 -3.5265 0.0 0.0 0.0 0.88
H -3.1967 -1.8536 -2.2713 0.0 0.0 0.0 0.24
H -3.1852 -2.1269 4.3933 0.0 0.0 0.0 0.22
H -3.5522 -3.4447 2.5092 -0.1 0.1 0.0 0.18
C 1.8690 3.8420 -3.8961 0.0 0.0 0.0 -0.87
H -1.3509 4.1948 -0.0044 0.0 0.0 0.0 0.55
H -5.1513 0.0788 0.6283 -0.1 0.0 0.0 0.40
H -1.4348 -2.6437 6.1206 0.0 0.0 0.0 0.43
H 4.5917 0.7374 -1.3606 0.0 0.0 0.0 0.44
H 0.5459 -2.5319 4.4888 0.0 0.0 0.0 0.33
H 4.0380 3.3322 1.8157 0.0 0.0 0.0 0.57
C 3.6777 2.3276 1.9838 0.0 0.0 0.0 -1.09
C -0.9575 -3.3237 -3.1684 0.0 -0.1 -0.1 -1.15
C 1.6675 1.5454 -2.3124 0.1 -0.3 0.0 1.22
C 2.3634 -2.4431 -0.6233 -0.1 -0.1 0.1 -1.05
H 3.0684 -3.1593 -1.0605 0.0 0.0 0.1 0.59
H 5.1165 -0.9329 -1.5533 0.0 0.0 0.0 0.49
H -0.0076 4.4330 -3.0116 0.0 0.0 0.0 0.62
C 2.7779 1.7415 1.1123 0.1 0.0 0.0 -0.14
Ta -0.1546 0.2340 -0.2678 2.3 0.2 -1.4 1.98
H -1.0763 -4.1433 5.3021 0.0 0.0 0.0 0.38
C -3.1137 4.6366 -1.1779 0.0 0.0 0.0 -1.02
C 2.7162 -0.1924 2.3271 0.1 0.0 0.0 -0.54
P -3.0218 -0.1977 0.4363 0.5 0.7 0.2 0.25
O -1.1165 1.5015 3.6084 0.1 -0.2 0.1 -0.47
H 1.8778 -0.8488 -3.9832 0.0 0.0 0.0 0.33
H -3.2662 -4.9423 3.3668 0.0 0.0 0.0 0.43
H 3.5412 0.9824 -3.2488 0.0 0.0 0.0 0.37
C -1.9389 3.9524 -0.8761 -0.1 0.0 -0.1 -0.11
C -2.8882 -3.9293 3.2185 0.0 -0.1 0.0 -0.53
Si 2.6960 -0.9039 -1.6052 -0.3 0.3 0.0 1.23
H -1.4949 2.1696 4.1948 -0.1 0.1 0.1 0.38
C 2.8450 2.8571 -3.9529 0.0 0.0 0.0 -1.50
O -2.4014 2.7942 1.7658 0.1 0.1 0.2 -0.63
```
Positions in Å, forces in eV/Å.

Its relative energy (zero: lowest compared OMol25 entry of this formula, charge and spin) is 115.89 kJ/mol. Its charge is +2. For the maximum force, the calculation gives 2.7 eV Å⁻¹. The calculation puts the orbital gap at 7.1 eV.

***

Record 5
Computed, not measured: 2 unconnected molecules or ions with the total composition C3H9O2S in a non-equilibrium geometry, with ωB97M-V with the def2-TZVPD basis set.

XYZ file:
```
15
Properties=species:S:1:pos:R:3:forces:R:3:nbo_charge:R:1
H 0.6731 1.1659 -0.1648 0.3 0.2 -1.0 0.26
C 1.1868 -0.7554 0.2141 0.3 -3.3 1.5 -0.46
H -0.8021 -1.0939 -1.9937 -0.2 -1.5 0.7 0.11
H 1.5200 -1.7569 -0.1909 0.4 1.2 -0.4 0.17
C 0.9520 0.3136 -0.8186 2.2 0.3 0.5 -0.57
H -1.0787 -1.1441 0.3640 -0.3 0.0 -1.4 0.11
S -0.3075 0.0967 -2.0534 -0.7 1.7 -1.3 -0.08
H -0.6305 0.8815 1.5242 0.8 -0.5 1.9 0.48
H 1.9105 -0.5452 1.1956 -1.9 0.1 -2.9 0.23
H 1.8543 0.4558 -1.5126 -0.9 0.4 1.6 0.20
C -0.1540 -1.2122 0.9215 1.5 -1.3 0.9 -0.02
H -0.0514 -2.3545 1.1303 0.1 0.8 -0.3 0.06
H -1.5410 1.8811 1.1175 -3.6 0.9 -2.4 0.43
O -0.2809 -0.5111 2.0250 -0.7 0.8 1.7 -0.92
O -0.8244 1.8720 1.6604 2.7 0.2 1.2 -1.01
```
Positions in Å, forces in eV/Å.

Its relative energy (zero: lowest compared OMol25 entry of this formula, charge and spin) is 199.23 kJ/mol. Its charge is -1. For the maximum force, the calculation gives 4.4 eV Å⁻¹. The calculation puts the orbital gap at 6.3 eV.

***

Record 6
Computed, not measured: a molecular structure, C6H10Br2OS in a non-equilibrium geometry, with ωB97M-V with the def2-TZVPD basis set.

XYZ file:
```
20
Properties=species:S:1:pos:R:3:forces:R:3:nbo_charge:R:1
H 1.2157 2.0819 -3.1247 -0.8 -0.2 1.1 0.22
H -1.5026 1.0103 2.3864 -0.6 -0.7 1.4 0.21
C -0.7665 0.2015 2.4184 0.2 0.0 -0.2 -0.08
C -0.9856 -1.1627 3.1035 1.3 2.2 2.6 -0.64
C -0.3622 -0.4304 -1.7094 0.5 0.2 3.6 -0.20
H 0.1382 0.6963 2.6812 1.0 0.1 0.4 0.20
C 0.7375 -0.0047 -2.6227 0.1 0.6 -2.5 -0.54
C 1.1973 1.4306 -2.2102 1.7 0.0 -1.9 -0.62
H 0.6588 1.7717 -1.3708 -1.3 0.8 0.4 0.22
H 0.3674 0.0521 -3.7713 0.4 -0.2 2.6 0.23
Br -1.9080 0.7167 -1.6259 0.0 -0.1 -0.6 0.07
H -1.8795 -1.5107 2.6981 -1.3 -1.4 -0.4 0.22
O -0.7606 0.0181 0.9933 0.7 -0.5 -1.5 -0.52
H -1.0805 -1.0123 4.2326 -0.5 0.2 -1.4 0.22
H -0.1168 -1.8381 3.1476 -0.3 0.3 -1.1 0.24
Br -0.9026 -2.2780 -1.7110 0.3 0.3 -0.3 0.09
H 2.2146 1.6074 -1.8377 0.2 -1.1 -0.2 0.23
C 0.3302 -0.1717 0.3250 -1.1 -1.0 -2.7 0.24
H 1.5463 -0.7590 -2.7259 -0.5 0.4 0.7 0.25
S 1.8589 -0.4189 0.7233 0.0 0.2 0.1 -0.05
```
Positions in Å, forces in eV/Å.

Its relative energy (zero: lowest compared OMol25 entry of this formula, charge and spin) is 278.68 kJ/mol. For the maximum force, the calculation gives 3.7 eV Å⁻¹. The calculation puts the orbital gap at 8.6 eV.